{"formula": "CH4O2SSi", "method": "ωB97M-V with the def2-TZVPD basis set", "homo_lumo_gap_ev": 9.27, "smiles": "O=S(=O)=C[SiH3]", "symbols": ["C", "O", "O", "Si", "S", "H", "H", "H", "H"], "positions_angstrom": [[-0.66366, -0.97255, -0.87327], [-1.13293, -3.53554, -1.51462], [1.04776, -2.90595, -0.24043], [0.33999, 0.16208, 0.23591], [-0.30810, -2.57138, -0.76183], [-1.71734, -0.65777, -1.16696], [1.82947, 0.16713, 0.12111], [-0.05111, 0.23573, 1.56868], [-0.22068, 1.60204, -0.04479]], "mulliken_charge": [-0.32, -0.48, -0.48, 0.41, 0.84, 0.35, -0.08, -0.12, -0.12]}